A cluster of 4 separate species, C26H47FNO4 in total in a non-equilibrium geometry. Source: the Open Molecules 2025 dataset; level of theory: ωB97M-V with the def2-TZVPD basis set.

## Properties
- Relative energy (zero: lowest compared OMol25 entry of this formula, charge and spin): 0.000 eV
- Largest force on an atom: 1.51 eV/A
- E_HOMO (spin up / spin down): -8.01 / -9.12 eV
- Frontier orbital gap (spin up / spin down): 8.69 / 9.78 eV
- Multiplicity: 2

Element x y z (Å)
C 1.022 2.540 -8.329
C 1.722 2.591 -7.349
C 2.625 2.689 -6.198
C 2.497 1.547 -5.157
C 3.731 1.652 -4.224
C 3.742 2.734 -3.163
F 3.410 3.982 -3.686
C 2.536 0.166 -5.848
C 1.319 -0.758 -5.675
C 0.155 -0.435 -6.633
C 1.812 -2.176 -5.980
N 0.827 -0.768 -4.265
O -0.160 -1.556 -4.110
C 0.670 0.554 -3.554
C 1.388 0.421 -2.207
C -0.804 0.814 -3.237
C 1.167 1.719 -4.421
H 0.359 2.517 -9.151
H 3.646 2.696 -6.586
H 2.430 3.644 -5.714
H 4.616 1.782 -4.853
H 3.859 0.706 -3.697
H 4.744 2.827 -2.743
H 3.055 2.529 -2.344
H 2.707 0.253 -6.922
H 3.397 -0.374 -5.447
H 0.537 0.104 -7.498
H -0.621 0.164 -6.161
H -0.293 -1.359 -6.993
H 0.989 -2.885 -5.933
H 2.556 -2.476 -5.239
H 2.291 -2.200 -6.959
H 1.182 1.288 -1.577
H 2.467 0.342 -2.317
H 1.017 -0.464 -1.698
H -1.429 0.788 -4.128
H -0.866 1.824 -2.824
H -1.179 0.128 -2.484
H 0.395 1.923 -5.169
H 1.206 2.609 -3.789
C 2.169 -0.578 2.826
C 0.878 0.183 3.126
C 0.488 0.676 1.738
O 0.960 -0.308 0.816
C 1.843 -1.213 1.480
H 2.430 -1.316 3.584
H 3.006 0.117 2.725
H 0.120 -0.494 3.518
H 1.003 0.995 3.842
H 0.968 1.635 1.507
H -0.589 0.791 1.612
H 1.336 -2.175 1.609
H 2.723 -1.368 0.854
C 0.298 -1.004 7.784
C -1.001 -0.261 8.094
C -1.407 0.232 6.712
O -0.929 -0.743 5.783
C -0.027 -1.637 6.437
H 0.575 -1.740 8.537
H 1.122 -0.294 7.681
H -1.748 -0.956 8.484
H -0.884 0.550 8.811
H -0.944 1.198 6.482
H -2.487 0.330 6.596
H -0.518 -2.608 6.565
H 0.851 -1.776 5.805
C -5.965 -0.956 4.620
C -5.437 -2.370 4.856
C -5.012 -2.295 6.317
O -5.892 -1.363 6.945
C -6.637 -0.654 5.954
H -6.651 -0.879 3.777
H -5.134 -0.269 4.449
H -6.241 -3.099 4.732
H -4.618 -2.649 4.195
H -3.983 -1.927 6.406
H -5.081 -3.253 6.832
H -7.673 -1.011 5.964
H -6.636 0.407 6.204